Entry 1:
ORCA calculation (the ωB97M-V functional and the def2-TZVPD basis) on C7H13N as an isolated structure at a distorted geometry.

XYZ file:
```
21
Properties=species:S:1:pos:R:3:lowdin_charge:R:1
C 2.4479 0.4523 0.7582 -0.186
C 1.5776 -0.7010 0.3584 -0.242
N -0.9933 -2.1584 0.5995 0.049
C -1.1534 -0.7964 0.1668 -0.318
C 0.1501 -0.1925 -0.3163 -0.176
C 0.6357 0.7581 -1.3942 -0.088
C -2.3474 1.4168 -0.2511 0.041
C -2.2064 0.0725 0.2565 -0.151
H 3.3079 0.2329 1.5136 0.093
H 1.8910 1.3786 1.1656 0.088
H 3.0009 1.0620 -0.0460 0.077
H 1.2370 -1.2594 1.2626 0.085
H 2.1390 -1.3753 -0.3423 0.115
H -1.5893 -2.3933 1.4147 0.089
H -1.2726 -2.8143 -0.2066 0.128
H -0.5508 0.6929 -1.1029 0.065
H 0.9799 1.7426 -1.0214 0.072
H 0.6530 0.6856 -2.4889 0.079
H -1.5377 1.9795 -0.0218 0.006
H -3.2558 1.7098 -0.8441 0.079
H -3.1130 -0.4928 0.5398 0.097
```

Results
2S+1 = 1
HOMO level = -6.9 eV
Charge = 0
ΔE to the lowest compared entry with this formula, charge and spin = 178.8 kcal/mol
Strongest force on any atom = 7.6 eV/A

***

Entry 2:
ORCA calculation (the ωB97M-V functional and the def2-TZVPD basis) on C7H13N as an isolated structure at a distorted geometry.

XYZ file:
```
21
Properties=species:S:1:pos:R:3:lowdin_charge:R:1
C 1.2747 1.5197 -0.0885 -0.033
C 0.6718 0.0800 -0.1073 -0.772
C -0.1309 -0.1776 1.0248 -0.182
C -1.4313 0.7169 0.5776 -0.242
C -1.4798 0.4155 -0.6631 -0.316
C -0.3578 -0.6231 -0.9609 -0.195
C -0.5826 -1.4896 0.2262 -0.070
H 2.2510 1.4124 -0.8093 0.094
H 1.2762 1.8457 1.0438 0.120
H 0.4802 2.1853 -0.6165 0.077
H 1.8621 -1.1702 1.1300 0.180
H 2.9808 -0.1080 -0.4673 0.229
H 0.3157 -0.0695 2.0488 0.154
H -1.5654 1.9363 1.0137 0.188
H -2.5058 0.5621 0.9221 0.129
H -2.3305 0.0221 -1.2124 0.129
H -0.9422 1.2552 -1.3323 0.151
H -0.1251 -0.9278 -2.0183 0.169
H -1.6670 -1.6619 0.2542 0.127
H 0.0683 -2.2097 0.5126 0.067
N 1.7310 -0.8176 -0.0746 -0.003
```

Results
2S+1 = 1
HOMO level = -8.6 eV
Charge = 0
ΔE to the lowest compared entry with this formula, charge and spin = 213.1 kcal/mol
Strongest force on any atom = 16.2 eV/A

***

Entry 3:
ORCA calculation (the ωB97M-V functional and the def2-TZVPD basis) on a 2-piece molecular cluster, C7H13N overall at a distorted geometry.

XYZ file:
```
21
Properties=species:S:1:pos:R:3:lowdin_charge:R:1
C 0.8989 1.7733 -0.1573 -0.017
C 3.1774 -0.2230 0.3106 -0.228
C 0.1897 0.7111 -0.1149 -0.067
C -2.0468 0.7441 -0.5515 -0.032
C -0.9706 -0.7590 1.4265 -0.026
C -0.7049 -1.3771 -0.9866 -0.042
C -0.9098 -0.1850 0.0178 -0.547
N 2.1625 -0.8640 0.2231 0.103
H 1.9089 1.7639 -0.4846 0.004
H 0.6301 2.8547 0.1965 0.111
H 4.1397 -0.6356 0.4074 0.040
H 3.4182 0.9036 0.1366 0.082
H -2.3032 1.4345 0.2362 0.082
H -3.0450 0.3839 -0.7340 0.079
H -1.7296 1.1789 -1.4194 0.051
H -1.9713 -0.6906 1.8356 0.083
H -0.6781 -1.8623 1.4116 0.111
H -0.2858 -0.3033 2.0199 0.038
H -0.7910 -1.1321 -1.9645 0.036
H -1.4462 -2.1516 -0.8202 0.092
H 0.3568 -1.5644 -0.9886 0.047
```

Results
2S+1 = 1
HOMO level (spin up / spin down) = -8.6 / -7.2 eV
Charge = 0
ΔE to the lowest compared entry with this formula, charge and spin = 146.9 kcal/mol
Strongest force on any atom = 3.8 eV/A

***

Entry 4:
ORCA calculation (the ωB97M-V functional and the def2-TZVPD basis) on C7H13N2 as an isolated structure at a distorted geometry.

XYZ file:
```
22
Properties=species:S:1:pos:R:3:lowdin_charge:R:1
C 1.3232 -1.1996 -1.7691 -0.085
C 1.2320 0.1201 -2.2188 -0.026
C -0.0913 0.2444 -0.3425 0.021
C -1.8827 1.4752 0.5635 -0.047
C 0.2538 1.2474 1.8464 -0.065
C 0.2472 -2.5418 0.0217 -0.059
C -0.7652 0.5155 1.0083 -0.366
N 0.8338 -1.3897 -0.5762 0.002
N 0.5181 0.8535 -1.2803 0.092
H 1.9100 -1.9961 -2.2894 0.166
H 1.3168 0.5224 -3.1362 0.084
H -2.6131 0.9049 -0.0627 0.104
H -1.3008 2.2848 -0.0605 0.112
H -2.2894 1.9672 1.4468 0.093
H 0.6545 2.1622 1.4790 0.079
H 1.0492 0.5267 1.7700 0.080
H -0.0972 1.4240 2.8965 0.121
H -0.0831 -2.3513 1.0584 0.095
H -0.5891 -3.0782 -0.4984 0.119
H 1.0349 -3.2528 0.0109 0.086
H -1.0280 -0.3640 1.6187 0.146
H 0.3667 1.9252 -1.4859 0.247
```

Results
2S+1 = 1
HOMO level = -12.9 eV
Charge = +1
ΔE to the lowest compared entry with this formula, charge and spin = 92.6 kcal/mol
Strongest force on any atom = 6.9 eV/A

***

Entry 5:
ORCA calculation (the ωB97M-V functional and the def2-TZVPD basis) on an isolated ion of composition C7H13N2 and charge +1 at a distorted geometry.

XYZ file:
```
22
Properties=species:S:1:pos:R:3:lowdin_charge:R:1
C 1.0308 -2.1173 -0.0539 -0.069
N 0.1220 -1.1832 -0.5761 -0.158
C 0.5372 0.1683 -0.6703 -0.278
C -0.6904 0.8259 -1.3717 -0.070
C -1.8578 0.0683 -0.7227 -0.094
C -1.0906 -0.9774 0.1743 -0.145
C -0.4685 0.0997 1.2615 0.135
N 0.4440 0.7387 0.6373 -0.080
C 1.2734 1.8361 1.0405 0.034
H 1.8179 -2.3899 -0.8169 0.119
H 1.6039 -1.9343 0.8308 0.080
H 0.3252 -3.0079 0.1010 0.131
H 1.4775 0.1714 -1.1466 0.166
H -0.6486 0.4699 -2.5289 0.185
H -0.8894 1.8795 -1.2328 0.115
H -2.3675 0.7361 0.0219 0.131
H -2.5342 -0.4663 -1.3469 0.116
H -1.6183 -1.8070 0.6401 0.158
H -0.7717 0.4239 2.2568 0.162
H 1.5674 2.3122 0.1665 0.079
H 2.1075 1.5332 1.7046 0.127
H 0.6302 2.6202 1.6314 0.155
```

Results
Structure (SMILES) = CN1[C@H]2CC[C@@H]1C=[N+]2C
2S+1 = 1
HOMO level = -13.7 eV
Charge = +1
ΔE to the lowest compared entry with this formula, charge and spin = 61.4 kcal/mol
Strongest force on any atom = 4.1 eV/A

***

Entry 6:
ORCA calculation (the ωB97M-V functional and the def2-TZVPD basis) on an isolated ion of composition C7H13N2O and charge -1 at a distorted geometry.

XYZ file:
```
23
Properties=species:S:1:pos:R:3:lowdin_charge:R:1
C 0.9329 -0.9247 0.5517 -0.261
C 1.3347 0.3872 0.7799 -0.376
C -0.9179 -0.6886 -0.7235 -0.649
C 0.4132 1.5171 1.1748 -0.124
C 2.8052 0.6856 0.7539 -0.130
C -2.2376 -0.2153 0.1035 -0.055
C -1.2953 -1.4965 -2.0237 -0.066
N -0.1679 -1.4716 0.1629 0.025
N -0.1342 0.4314 -1.2791 -0.027
O -0.6499 1.5783 -1.1492 -0.161
H 1.4859 -1.6251 1.0566 0.061
H 0.5171 1.6948 2.3159 0.090
H -0.5854 1.1574 0.9161 0.019
H 0.5718 2.5327 0.7923 0.065
H 3.2842 0.8320 -0.2529 0.063
H 3.4667 -0.2152 1.1824 0.090
H 2.8938 1.5151 1.4337 0.035
H -2.4429 0.6704 -0.3754 0.000
H -1.9728 -0.0584 1.1959 0.071
H -3.1077 -1.0764 0.0853 0.112
H -0.4736 -1.3944 -2.7606 0.057
H -2.3351 -1.2220 -2.3506 0.058
H -1.3853 -2.6140 -1.5897 0.102
```

Results
2S+1 = 1
HOMO level (spin up / spin down) = -1.9 / -1.7 eV
Charge = -1
ΔE to the lowest compared entry with this formula, charge and spin = 52.3 kcal/mol
Strongest force on any atom = 4.1 eV/A

***

Entry 7:
ORCA calculation (the ωB97M-V functional and the def2-TZVPD basis) on a 2-piece molecular cluster, C7H13N2O overall at a distorted geometry.

XYZ file:
```
23
Properties=species:S:1:pos:R:3:lowdin_charge:R:1
C -0.6480 -0.6989 -0.6972 -0.190
C 1.7167 0.9076 -0.1581 0.001
C -2.7259 -1.1811 -1.3670 -0.178
C -1.7586 -2.0200 -2.2461 -0.108
C 2.5235 2.1264 1.6137 -0.093
C 0.7616 0.2470 2.0708 0.029
C 1.3248 1.4372 1.0734 -0.361
N -1.9064 -0.5153 -0.4551 -0.007
N -0.4926 -1.6719 -1.5558 0.001
O 2.0843 0.5807 -1.1976 0.328
H -3.2581 -0.4037 -1.9748 0.134
H -3.5056 -1.8082 -0.8518 0.136
H -1.9892 -3.1320 -2.1729 0.140
H -1.6616 -1.7193 -3.2210 0.081
H 2.4838 2.4440 2.7304 0.137
H 3.5163 1.5776 1.6591 0.116
H 2.9124 3.0461 1.0443 0.125
H 1.7090 -0.1225 2.4683 0.082
H 0.1593 -0.4479 1.3919 0.057
H 0.2868 0.9942 2.7953 0.118
H 0.5515 2.1954 1.0419 0.170
H -2.4561 0.0355 0.1221 0.122
H 0.3722 -1.8709 -2.1139 0.158
```

Results
2S+1 = 1
HOMO level = -12.2 eV
Charge = +1
ΔE to the lowest compared entry with this formula, charge and spin = 111.4 kcal/mol
Strongest force on any atom = 5.7 eV/A

***

Entry 8:
ORCA calculation (the ωB97M-V functional and the def2-TZVPD basis) on an isolated ion of composition C7H13N2O and charge +1 at a distorted geometry.

XYZ file:
```
23
Properties=species:S:1:pos:R:3:lowdin_charge:R:1
C -2.6184 0.9385 -0.8651 -0.191
C -1.0666 -0.6319 -1.7290 -0.281
C -0.0399 0.0300 -0.7019 -0.244
C 1.1255 0.6678 -1.2810 -0.041
C 0.9549 -2.0187 0.3047 -0.019
C 0.8555 0.3857 1.5461 -0.048
C 0.1323 -0.6532 0.5807 -0.362
N -2.3657 -0.1740 -1.6041 0.143
N -1.6755 1.4638 -0.1990 0.181
O -0.6463 -1.4165 -2.5282 0.319
H -3.7448 1.1959 -0.9838 0.187
H 1.0299 1.6818 -1.5999 0.085
H 1.2062 0.1607 -2.3509 0.145
H 2.0412 0.6545 -0.6797 0.095
H 1.4398 -2.2057 -0.6704 0.086
H 0.2884 -2.8437 0.5179 0.068
H 1.7962 -2.0561 1.1002 0.113
H 1.8766 0.6892 1.1724 0.078
H 0.8432 -0.2773 2.5396 0.137
H 0.3890 1.4385 1.6277 0.101
H -0.8757 -0.9027 1.0291 0.152
H -3.0606 -0.4035 -2.3552 0.202
H -1.9005 2.3076 0.2656 0.094
```

Results
2S+1 = 3
HOMO level (spin up / spin down) = -11.2 / -15.0 eV
Expectation value of S² = 2.013
Charge = +1
ΔE to the lowest compared entry with this formula, charge and spin = 17.0 kcal/mol
Strongest force on any atom = 4.1 eV/A

***

Entry 9:
ORCA calculation (the ωB97M-V functional and the def2-TZVPD basis) on an isolated ion of composition C7H13N2OS and charge +1 at a distorted geometry.

XYZ file:
```
24
Properties=species:S:1:pos:R:3:lowdin_charge:R:1
C -3.0807 -2.0644 -1.3530 -0.079
O -2.2903 -1.3381 -0.4378 -0.190
C -2.6594 -0.1169 0.0870 -0.226
C -1.4353 0.5272 0.8787 -0.084
N -0.2197 0.3369 -0.0577 0.114
C 0.6918 -0.6830 0.4302 -0.557
S 1.7551 -1.5954 -0.5437 1.073
C 2.9130 -0.2589 -0.6047 -0.246
C 2.4331 0.9422 -0.1243 -0.249
C 3.4713 2.0341 0.2380 0.001
N 1.1932 0.6902 0.5549 0.031
H -4.1243 -2.2730 -1.1205 0.096
H -2.5277 -2.9497 -1.6384 0.095
H -3.2517 -1.5844 -2.2910 0.078
H -3.6337 -0.1105 0.5745 0.130
H -2.8688 0.6254 -0.7374 0.134
H -1.4874 -0.0460 1.8042 0.113
H -1.6724 1.6117 1.0999 0.142
H 0.5212 -1.1837 1.3409 0.115
H 3.8401 -0.6784 -0.7743 0.062
H 3.5731 2.9760 -0.3710 0.113
H 4.3994 1.5856 0.3949 0.060
H 3.1949 2.2635 1.2931 0.091
H 1.2654 1.2895 1.3576 0.183
```

Results
Structure (SMILES) = COCCN1[C@H]2SC=C(C)[N@H+]21
2S+1 = 1
HOMO level = -12.9 eV
Charge = +1
ΔE to the lowest compared entry with this formula, charge and spin = 132.3 kcal/mol
Strongest force on any atom = 4.9 eV/A

***

Entry 10:
ORCA calculation (the ωB97M-V functional and the def2-TZVPD basis) on C7H13N3O5 as an isolated structure at a distorted geometry.

XYZ file:
```
28
Properties=species:S:1:pos:R:3:lowdin_charge:R:1
C -1.5748 1.6103 -0.5396 -0.309
C -0.9164 0.3252 -0.7308 -0.451
C -1.9142 2.2812 -1.8754 -0.298
C 0.6080 -1.1337 0.2119 -0.210
C -0.2143 -2.3587 0.1520 -0.365
C 1.4596 -1.1972 1.6920 -0.029
C 2.5815 -0.1869 1.3911 -0.501
H 0.2925 2.8310 0.3627 0.184
H -1.4504 3.7269 0.1411 0.104
H -2.4748 1.3393 0.1560 0.193
H -2.3059 1.3748 -2.4849 0.141
H -0.8506 2.7237 -2.2945 0.171
H -2.8547 3.7305 -2.5476 0.179
H 0.3884 0.9505 0.7502 0.155
H 1.3641 -0.9358 -0.5766 0.165
H 1.9877 -2.1178 1.9049 0.074
H 0.8365 -0.8965 2.7105 0.187
H 4.6037 -0.0203 0.5950 0.197
H 4.2095 -1.8494 1.8903 0.269
H -0.4424 -3.8807 -1.2270 0.078
N -1.0184 2.7249 0.4723 -0.039
N -0.2044 0.0246 0.4111 0.071
N 3.8720 -0.7427 1.2082 0.024
O -1.3739 -0.6311 -1.3717 0.080
O -2.8214 3.2955 -1.5590 -0.120
O -1.0124 -2.6947 1.0258 0.110
O 2.3129 1.0462 1.0058 -0.090
O 0.1417 -3.1489 -1.0794 0.030
```

Results
2S+1 = 1
HOMO level = -9.5 eV
Charge = 0
ΔE to the lowest compared entry with this formula, charge and spin = 184.7 kcal/mol
Strongest force on any atom = 6.1 eV/A

***

Entry 11:
ORCA calculation (the ωB97M-V functional and the def2-TZVPD basis) on an isolated ion of composition C7H13N4 and charge +1 at a distorted geometry.

XYZ file:
```
24
Properties=species:S:1:pos:R:3:lowdin_charge:R:1
N 2.5433 1.1873 0.5844 -0.008
N 2.1460 0.4302 -0.5177 -0.059
C 1.4869 -0.7877 -0.0411 -0.337
N 1.0105 -1.4074 -1.2051 0.109
N 0.4555 -0.1962 1.0125 0.130
C -0.9438 0.0059 0.5866 -0.234
C -1.9431 -0.8769 0.9257 -0.052
C -3.2140 -0.8040 0.3867 -0.050
C -3.5265 0.2853 -0.4674 -0.029
C -2.5533 1.2732 -0.6253 -0.069
C -1.3105 1.2040 -0.0465 -0.023
H 2.4071 2.1227 0.2562 0.103
H 3.5370 1.0592 0.8857 0.142
H 2.9263 0.2189 -1.0997 0.130
H 2.0021 -1.5242 0.6234 0.168
H 0.2379 -1.9179 -1.0389 0.037
H 0.7185 -0.8265 -2.0377 0.145
H 0.4676 -0.8771 1.8185 0.188
H 1.1074 0.5762 1.1673 0.085
H -1.6444 -1.7806 1.5711 0.147
H -3.8623 -1.6942 0.4330 0.126
H -4.5295 0.2833 -0.7232 0.091
H -2.8791 2.1792 -1.1306 0.119
H -0.6311 2.1174 -0.0376 0.144
```

Results
Structure (SMILES) = NN[C@H](N)[NH2+]c1ccccc1
2S+1 = 1
HOMO level = -13.1 eV
Charge = +1
ΔE to the lowest compared entry with this formula, charge and spin = 61.7 kcal/mol
Strongest force on any atom = 4.2 eV/A

***

Entry 12:
ORCA calculation (the ωB97M-V functional and the def2-TZVPD basis) on an isolated ion of composition C7H13N4O and charge +1 at a distorted geometry.

XYZ file:
```
25
Properties=species:S:1:pos:R:3:lowdin_charge:R:1
H -0.5813 2.3263 -1.9200 0.077
N -0.2725 1.4589 -1.5935 0.198
C 0.7273 1.5084 -0.8437 -0.377
O 1.3043 2.7381 -0.5130 0.063
C 1.4478 0.2585 -0.2544 -0.161
C 2.0253 0.4043 1.2217 0.000
C 0.4558 -0.8669 -0.2197 -0.315
N 0.4234 -1.7227 -1.2348 0.229
N -0.3052 -1.2402 0.8006 0.092
C -1.0113 -0.3429 1.6580 -0.082
C -2.2130 0.0335 1.2705 -0.084
N -2.8499 -0.6366 0.1941 0.032
C -2.4043 -0.7840 -0.9884 -0.001
H 2.1650 2.6979 -0.0206 0.131
H 2.2749 -0.1696 -0.8711 0.165
H 1.6635 -0.4694 1.7928 0.090
H 3.1561 0.4578 1.0961 0.124
H 1.5384 1.2644 1.5535 0.053
H 0.9493 -1.4412 -2.0660 0.157
H -0.1581 -2.5604 -1.2065 0.153
H -0.6787 -2.1216 0.7627 0.130
H -0.4939 0.1525 2.4352 0.104
H -2.8518 0.7501 1.7515 0.124
H -2.8557 -1.4641 -1.5932 0.055
H -1.4553 -0.2313 -1.2118 0.043
```

Results
Structure (SMILES) = [H]/N=C(\O)[C@@H](C)/C(N)=[NH+]\C=C/N=C
2S+1 = 1
HOMO level = -12.6 eV
Charge = +1
ΔE to the lowest compared entry with this formula, charge and spin = 42.0 kcal/mol
Strongest force on any atom = 5.1 eV/A